# 1
This record from the Open Molecules 2025 dataset describes a structure of composition C23H33FeN2 in a non-equilibrium geometry. The level of theory is ωB97M-V/def2-TZVPD.

Last column: Löwdin spin population.
Atoms and positions in Å:
C: 5.01125 2.28464 -1.60954  0.00
N: 3.59949 2.06328 -1.79034  0.00
C: 3.15623 0.82105 -1.21156  0.01
C: 1.72840 0.51231 -1.64934  0.02
N: 0.82185 1.62724 -1.29304  0.21
C: -0.44120 1.42003 -0.93562  0.46
C: -1.19291 0.13964 -1.33053  0.05
C: -2.42851 0.62242 -2.13755  0.03
C: -3.36744 1.44199 -1.27116  0.00
C: -2.66855 2.71477 -0.79828  0.02
C: -1.24358 2.50005 -0.25410  0.07
C: 1.31528 2.97232 -1.74461  0.03
C: 2.78601 3.20262 -1.43252  0.00
H: 5.34056 3.12653 -2.22863  0.00
H: 5.29076 2.49716 -0.56207  0.00
H: 5.54293 1.38115 -1.92773  0.00
H: 3.83828 0.03791 -1.57759  0.00
H: 3.20415 0.83683 -0.10133  0.00
H: 1.72894 0.34270 -2.74290  0.01
H: 1.41408 -0.41275 -1.14654  0.00
H: -0.57145 -0.45246 -2.01474  0.00
H: -2.05242 1.24093 -2.96230  0.00
H: -2.95587 -0.21066 -2.60639  0.01
H: -4.27730 1.68282 -1.84219  0.00
H: -3.68321 0.84956 -0.40299  0.00
H: -2.62657 3.41354 -1.64665  0.00
H: -3.27493 3.20104 -0.02621  0.00
H: -1.33765 2.16958 0.79861  0.03
H: -0.71253 3.46364 -0.24389  0.00
H: 1.18200 3.05547 -2.83704  0.01
H: 0.73962 3.76549 -1.26654  0.00
H: 2.89915 3.48057 -0.36095  0.00
H: 3.14069 4.05105 -2.03908  0.00
C: -2.68344 -1.82029 -0.62253  0.00
C: -1.61724 -0.77134 -0.18885  0.02
C: -0.45855 -1.50735 0.49473  0.03
C: 0.55403 -0.90276 1.34853  0.04
C: 1.51514 -1.92010 1.71871  0.03
C: 1.10858 -3.16883 1.09589  0.04
C: -0.10232 -2.91269 0.34102  0.03
Fe: -0.31844 -2.45123 2.24221  2.55
C: -0.89340 -4.04998 3.27821  0.04
C: -2.03019 -3.25473 2.84731  0.04
C: -1.85263 -1.90296 3.35129  0.03
C: -0.59993 -1.86726 4.09612  0.03
C: -0.01104 -3.19461 4.04840  0.04
H: -3.42230 -1.96119 0.17861  0.00
H: -3.22218 -1.51214 -1.52028  0.00
H: -2.23271 -2.80254 -0.83310  0.00
H: -2.07089 -0.12497 0.59850  0.00
H: 0.59535 0.15957 1.58256  0.01
H: 2.41553 -1.75799 2.30293  0.01
H: 1.64006 -4.11275 1.12592  0.01
H: -0.61725 -3.61814 -0.29540  0.01
H: -0.77682 -5.12124 3.13825  0.01
H: -2.91547 -3.63509 2.34511  0.01
H: -2.57809 -1.09893 3.28524  0.01
H: -0.21594 -1.01816 4.66158  0.01
H: 0.88458 -3.51474 4.57438  0.01

Results
Energy   -61748.26586 eV
LUMO level (spin up / spin down)   2.9 / 2.8 eV
E_HOMO (spin up / spin down)   -0.82 / -2.69 eV
Total charge   -1
Multiplicity   5
Kohn-Sham gap (spin up / spin down)   3.69 / 5.46 eV

---

# 2
This record from the Open Molecules 2025 dataset describes a cluster of 15 separate species, C68H170N12O15 in total in a non-equilibrium geometry. The level of theory is ωB97M-V/def2-TZVPD.

Last column: Löwdin spin population.
Atoms and positions in Å:
C: -9.33402 5.22613 -2.04450  0.00
C: -10.27855 3.97103 -2.06617  0.00
C: -9.62264 2.88181 -1.23840  0.00
O: -10.25946 1.60760 -1.36482  0.00
C: -9.78718 0.67858 -0.39062  0.00
N: -11.57361 4.35516 -1.38232  0.00
H: -9.82427 6.08225 -2.50797  0.00
H: -8.43779 5.06014 -2.64226  0.00
H: -9.03471 5.45611 -1.02194  0.00
H: -10.43082 3.57706 -3.07101  0.00
H: -9.63337 3.23040 -0.20570  0.00
H: -8.55513 2.84867 -1.45615  0.00
H: -9.93656 1.14544 0.58294  0.00
H: -8.72670 0.57185 -0.61886  0.00
H: -10.32007 -0.27112 -0.34382  0.00
H: -11.52617 4.87269 -0.51629  0.00
H: -12.01841 3.50445 -1.06841  0.00
C: -9.99862 -1.52516 -12.44007  0.00
C: -10.46357 -0.04193 -12.42356  0.00
C: -11.50160 0.24829 -13.52245  0.00
O: -10.75206 0.14648 -14.76259  0.00
C: -11.07424 -1.03812 -15.51817  0.00
N: -10.99919 0.12577 -11.11462  0.00
H: -10.86206 -2.17706 -12.30743  0.00
H: -9.30931 -1.87932 -11.67357  0.00
H: -9.43402 -1.62610 -13.36697  0.00
H: -9.58139 0.59796 -12.40339  0.00
H: -11.78602 1.29501 -13.41482  0.00
H: -12.35844 -0.40608 -13.36203  0.00
H: -11.42065 -1.86592 -14.89942  0.00
H: -10.19633 -1.49041 -15.97949  0.00
H: -11.85599 -0.72683 -16.21103  0.00
H: -11.57238 0.95534 -11.05660  0.00
H: -10.31133 0.53516 -10.49872  0.00
C: -12.13135 -2.58394 -1.59125  0.00
C: -11.56086 -2.63030 -3.03876  0.00
C: -10.92767 -1.30444 -3.42239  0.00
O: -11.88883 -0.29377 -3.76386  0.00
C: -11.34624 0.89858 -4.31506  0.00
N: -10.49314 -3.56665 -2.99056  0.00
H: -12.77636 -1.71314 -1.47391  0.00
H: -11.35532 -2.55940 -0.82621  0.00
H: -12.76867 -3.43495 -1.35105  0.00
H: -12.29833 -2.85803 -3.80841  0.00
H: -10.29659 -1.50960 -4.28712  0.00
H: -10.15276 -0.89121 -2.77675  0.00
H: -11.28283 0.74801 -5.39275  0.00
H: -10.35624 1.21438 -3.98602  0.00
H: -11.98014 1.74131 -4.03924  0.00
H: -9.79359 -3.22064 -2.34947  0.00
H: -10.04024 -3.55980 -3.89330  0.00
C: -15.31664 8.36512 -6.57896  0.00
C: -14.74889 7.09802 -7.27658  0.00
C: -15.31709 5.75605 -6.82968  0.00
O: -15.28501 5.44144 -5.42021  0.00
C: -14.15769 4.76541 -4.89996  0.00
N: -14.99177 7.19296 -8.73007  0.00
H: -14.73906 9.23954 -6.87877  0.00
H: -15.21600 8.17898 -5.50970  0.00
H: -16.36961 8.48681 -6.83303  0.00
H: -13.69596 6.95277 -7.03506  0.00
H: -14.86881 4.91878 -7.36457  0.00
H: -16.33905 5.66947 -7.19872  0.00
H: -13.29283 5.37835 -5.15379  0.00
H: -14.06151 3.80001 -5.39679  0.00
H: -14.06315 4.45718 -3.85873  0.00
H: -14.64062 8.10834 -8.97272  0.00
H: -15.92295 7.50187 -8.97003  0.00
C: -11.18350 7.87385 -8.77283  0.00
C: -10.62904 9.22311 -9.17021  0.00
C: -10.99274 9.54398 -10.64121  0.00
O: -10.27192 10.74754 -10.99469  0.00
C: -10.96532 11.49955 -12.00534  0.00
N: -11.26893 10.15968 -8.21712  0.00
H: -11.02889 7.09641 -9.52101  0.00
H: -12.25826 7.89125 -8.59198  0.00
H: -10.69036 7.53779 -7.86070  0.00
H: -9.55124 9.21096 -9.00804  0.00
H: -12.07549 9.62037 -10.74085  0.00
H: -10.78304 8.68548 -11.27926  0.00
H: -11.93975 11.82970 -11.64534  0.00
H: -11.09684 10.91761 -12.91756  0.00
H: -10.31409 12.32451 -12.29418  0.00
H: -12.16315 10.49440 -8.54640  0.00
H: -10.69214 10.98204 -8.32269  0.00
C: -8.21967 7.79463 -4.15390  0.00
C: -7.05247 8.72617 -4.29607  0.00
C: -7.36751 10.11568 -4.90761  0.00
O: -8.03880 10.06638 -6.14832  0.00
C: -8.69837 11.26263 -6.49137  0.00
N: -6.48531 8.89511 -2.98426  0.00
H: -8.72165 7.73982 -5.11988  0.00
H: -8.92452 8.19836 -3.42706  0.00
H: -7.89504 6.80958 -3.81865  0.00
H: -6.42077 8.12050 -4.94585  0.00
H: -6.40848 10.60764 -5.06992  0.00
H: -7.93327 10.73220 -4.20910  0.00
H: -9.66530 11.24601 -5.98850  0.00
H: -8.87143 11.19956 -7.56570  0.00
H: -8.18542 12.20585 -6.30341  0.00
H: -5.77653 9.60652 -3.09208  0.00
H: -7.24181 9.37717 -2.52012  0.00
C: -9.55511 2.32645 -8.07106  0.00
C: -10.85752 2.96353 -7.51146  0.00
C: -10.82178 4.51893 -7.50048  0.00
O: -9.81789 4.88220 -6.50217  0.00
C: -10.28858 5.28494 -5.25207  0.00
N: -12.03509 2.41849 -8.17743  0.00
H: -9.77462 1.25946 -8.10918  0.00
H: -8.71837 2.56505 -7.41454  0.00
H: -9.21556 2.70397 -9.03557  0.00
H: -10.83386 2.72420 -6.44832  0.00
H: -11.79681 4.95307 -7.27925  0.00
H: -10.45172 4.83604 -8.47546  0.00
H: -10.88469 6.17442 -5.45601  0.00
H: -9.43221 5.42184 -4.59178  0.00
H: -10.92509 4.61608 -4.67278  0.00
H: -12.05662 2.61996 -9.16690  0.00
H: -11.99362 1.41846 -8.04209  0.00
C: -13.04999 -2.19269 -8.95108  0.00
C: -13.24376 -3.02002 -10.16353  0.00
C: -14.56225 -3.92586 -10.13694  0.00
O: -14.47036 -4.87810 -9.04145  0.00
C: -13.49662 -5.88851 -9.17042  0.00
N: -13.28908 -2.18858 -11.32669  0.00
H: -13.95960 -2.00632 -8.38014  0.00
H: -12.51082 -1.26698 -9.15221  0.00
H: -12.37534 -2.68442 -8.25027  0.00
H: -12.33362 -3.58798 -10.35630  0.00
H: -14.59921 -4.49219 -11.06753  0.00
H: -15.50526 -3.43377 -9.89886  0.00
H: -12.47955 -5.51904 -9.30141  0.00
H: -13.62747 -6.56918 -10.01165  0.00
H: -13.52215 -6.41587 -8.21683  0.00
H: -14.00492 -1.49362 -11.16952  0.00
H: -12.45315 -1.62637 -11.25439  0.00
O: -13.50876 4.99481 -9.65480  0.00
H: -13.38772 4.28866 -9.02003  0.00
H: -14.16404 5.56689 -9.25534  0.00
O: -11.90096 2.93210 -10.99097  0.00
H: -11.39989 3.33703 -11.69892  0.00
H: -12.70767 3.44518 -10.94399  0.00
O: -11.13351 8.83956 -5.88797  0.00
H: -11.41548 9.18454 -6.73515  0.00
H: -10.18077 8.93147 -5.89650  0.00
C: -14.99137 1.29139 -12.30426  0.00
C: -15.86781 1.15712 -11.05537  0.00
C: -16.85689 2.29006 -11.09895  0.00
C: -17.82786 2.29648 -9.94577  0.00
C: -18.68436 1.01804 -9.94534  0.00
C: -17.76790 -0.28544 -9.99858  0.00
N: -16.73607 -0.05509 -11.03674  0.00
O: -16.06206 -1.21381 -11.34981  0.00
C: -17.13960 -0.52715 -8.64372  0.00
C: -18.71462 -1.38375 -10.41626  0.00
C: -14.97499 1.32759 -9.81729  0.00
H: -15.60341 1.43451 -13.19478  0.00
H: -14.30965 0.48565 -12.57657  0.00
H: -14.47566 2.21302 -12.03458  0.00
H: -16.44448 3.29414 -10.99973  0.00
H: -17.38730 2.24032 -12.04989  0.00
H: -18.53246 3.08760 -10.20222  0.00
H: -17.42813 2.59686 -8.97722  0.00
H: -19.42830 1.12453 -10.73484  0.00
H: -19.27653 0.97006 -9.03148  0.00
H: -16.12406 -0.90742 -8.75406  0.00
H: -16.92016 0.34986 -8.03480  0.00
H: -17.73065 -1.26544 -8.10179  0.00
H: -19.45536 -1.54163 -9.63238  0.00
H: -19.35940 -1.14020 -11.26067  0.00
H: -18.29640 -2.37723 -10.57809  0.00
H: -14.29997 2.17935 -9.90062  0.00
H: -14.38738 0.42195 -9.66680  0.00
H: -15.54478 1.59407 -8.92710  0.00
H: -16.59463 -1.58991 -12.05445  0.00
C: -7.07037 -4.41067 -4.80635  0.00
C: -7.32382 -3.21734 -5.78835  0.00
C: -6.05277 -3.04436 -6.59635  0.00
C: -6.07504 -2.08630 -7.77686  0.00
C: -7.18255 -2.59412 -8.66430  0.00
C: -8.59642 -2.78923 -7.98586  0.00
N: -8.44542 -3.53521 -6.74068  0.00
O: -9.61237 -3.94042 -6.13142  0.00
C: -9.28107 -1.38803 -7.77190  0.00
C: -9.39596 -3.65905 -8.97640  0.00
C: -7.56862 -1.95244 -4.87181  0.00
H: -7.00676 -5.35107 -5.35379  0.00
H: -7.90241 -4.52726 -4.11193  0.00
H: -6.10835 -4.36932 -4.29556  0.00
H: -5.19182 -2.73176 -6.00547  0.00
H: -5.82428 -4.05885 -6.92301  0.00
H: -5.19318 -2.21742 -8.40394  0.00
H: -6.17682 -1.04600 -7.46781  0.00
H: -6.86153 -3.60297 -8.92365  0.00
H: -7.35219 -1.91618 -9.50080  0.00
H: -8.46820 -0.68471 -7.59110  0.00
H: -9.72055 -1.04052 -8.70688  0.00
H: -9.91322 -1.39361 -6.88396  0.00
H: -10.33249 -4.00476 -8.53880  0.00
H: -9.44312 -3.08547 -9.90208  0.00
H: -8.92696 -4.63392 -9.10972  0.00
H: -6.77791 -1.86342 -4.12686  0.00
H: -8.46907 -1.88508 -4.26127  0.00
H: -7.42825 -1.05125 -5.46868  0.00
H: -9.63078 -4.88105 -6.32239  0.00
C: -3.39216 2.09358 -1.54683  0.00
C: -3.89450 2.35553 -2.95327  0.00
C: -3.47233 1.17179 -3.96959  0.00
C: -4.15546 1.28747 -5.34955  0.00
C: -5.60499 1.41849 -5.15763  0.00
C: -6.05742 2.57951 -4.28133  0.00
N: -5.32838 2.51418 -2.96257  0.00
O: -5.87867 3.41985 -2.02664  0.00
C: -6.02673 3.88482 -5.14729  0.00
C: -7.58039 2.26365 -4.19751  0.00
C: -3.17424 3.61867 -3.38511  0.00
H: -3.45010 2.91183 -0.82905  0.00
H: -2.36121 1.75744 -1.65749  0.00
H: -3.81535 1.20345 -1.08135  0.00
H: -2.38676 1.24408 -4.03604  0.00
H: -3.68223 0.26406 -3.40385  0.00
H: -3.96200 0.49853 -6.07636  0.00
H: -3.69050 2.15063 -5.82585  0.00
H: -5.77733 0.48493 -4.62203  0.00
H: -6.07500 1.51482 -6.13636  0.00
H: -6.31787 4.83695 -4.70369  0.00
H: -5.07501 3.95927 -5.67340  0.00
H: -6.53257 3.80615 -6.10960  0.00
H: -7.79335 1.28657 -3.76384  0.00
H: -8.08714 2.99133 -3.56365  0.00
H: -8.17833 2.36838 -5.10283  0.00
H: -3.60518 3.91841 -4.34038  0.00
H: -2.13791 3.28590 -3.44328  0.00
H: -3.30011 4.47597 -2.72382  0.00
H: -5.65710 4.27996 -2.39093  0.00
C: -7.82101 6.41541 -8.62084  0.04
C: -6.50698 6.90254 -9.30766  0.04
C: -5.24370 6.23794 -8.71343  0.00
C: -5.15174 4.76628 -9.05760  0.00
C: -5.00972 4.57804 -10.58911  0.00
C: -6.16245 5.22121 -11.37733  0.04
N: -6.47342 6.62044 -10.80476  0.66
O: -7.51429 7.33609 -11.35424  0.11
C: -5.53740 5.33404 -12.82410  0.01
C: -7.40977 4.32517 -11.34100  0.04
C: -6.35566 8.41298 -9.09872  0.02
H: -8.68187 6.68297 -9.23357  0.00
H: -7.76426 5.35626 -8.36970  0.00
H: -7.97555 6.90900 -7.66136  0.00
H: -4.46295 6.74155 -9.28343  0.00
H: -5.20586 6.47060 -7.64922  0.00
H: -4.29615 4.38850 -8.49782  0.00
H: -5.99740 4.14885 -8.75472  0.00
H: -5.02183 3.51571 -10.83284  0.00
H: -4.03515 4.85544 -10.99081  0.00
H: -4.51508 5.70108 -12.91482  0.00
H: -6.16900 5.99988 -13.41219  0.00
H: -5.59710 4.35443 -13.29834  0.00
H: -8.30327 4.64661 -11.87619  0.00
H: -7.69693 4.18537 -10.29884  0.00
H: -7.17203 3.31208 -11.66540  0.01
H: -6.11979 8.63542 -8.05806  0.00
H: -5.60327 8.90895 -9.71193  0.00
H: -7.35070 8.82166 -9.27470  0.00
H: -7.07952 7.99874 -11.89597  0.02

Results
Energy   -121845.84916 eV
LUMO level (spin up / spin down)   -2.6 / -6.7 eV
E_HOMO (spin up / spin down)   -9.23 / -9.23 eV
Total charge   +1
Multiplicity   2
Kohn-Sham gap (spin up / spin down)   6.65 / 2.50 eV

---

# 3
This record from the Open Molecules 2025 dataset describes a cluster of 2 separate species, C5H11OS in total in a non-equilibrium geometry. The level of theory is ωB97M-V/def2-TZVPD.

Last column: Löwdin charge in e.
Atoms and positions in Å:
C: 1.67122 0.52579 2.98732  -0.27
C: 0.49748 1.42639 2.64518  -0.78
S: 0.30819 1.39103 0.83443  0.32
H: 2.53527 0.78770 2.35136  0.04
H: 1.37700 -0.48945 2.67392  0.05
H: 1.93780 0.52184 4.05835  0.05
H: 0.62679 2.48222 2.85327  0.01
H: -0.42939 1.10573 3.07178  0.01
C: -1.36127 -2.12069 -2.19738  -0.15
C: -0.80404 -0.81521 -1.72767  -0.20
C: -0.50670 0.19133 -2.53742  -0.29
O: -0.05807 1.41547 -2.28215  -0.05
H: -2.35620 -2.33180 -1.77523  0.06
H: -1.51381 -2.02050 -3.28432  0.06
H: -0.70077 -2.98308 -2.07756  0.06
H: -0.64255 -0.70860 -0.65329  0.03
H: -0.70134 0.07378 -3.62236  0.11
H: 0.12036 1.54804 -1.31826  -0.07

Results
Energy   -18246.26828 eV
Energy relative to the best compared isomer or geometry (same formula, charge and spin)   0.720 eV
LUMO level   3.9 eV
E_HOMO   -2.72 eV
Total charge   -1
Kohn-Sham gap   6.60 eV

---

# 4
This record from the Open Molecules 2025 dataset describes a structure of composition C2H4NO2P in a non-equilibrium geometry. The level of theory is ωB97M-V/def2-TZVPD.

Last column: Löwdin charge in e.
Atoms and positions in Å:
C: -0.94135 -0.15495 -0.11556  -0.15
C: 0.20678 0.45060 0.67694  -0.26
N: 0.12779 -0.95250 0.48215  -0.01
O: 0.09506 2.15060 -1.54412  -0.29
O: 1.24356 -0.22029 -1.65173  -0.31
P: 0.38319 0.80786 -1.04054  0.42
H: -1.79312 -0.18098 0.57370  0.11
H: 0.02281 1.01699 1.60710  0.14
H: -0.21819 -1.66545 1.19394  0.21
H: 0.87348 -1.25186 -0.18186  0.13

Results
Energy   -17010.48355 eV
Energy relative to the best compared isomer or geometry (same formula, charge and spin)   2.926 eV
LUMO level   0.0 eV
E_HOMO   -10.06 eV
Kohn-Sham gap   10.06 eV